Formula: C53H118AgAs2F12NO21
Source: the OMol25 dataset
Level of theory: the ωB97M-V functional and the def2-TZVPD basis

XYZ file:
```
208
Properties=species:S:1:pos:R:3:mulliken_charge:R:1
Ag 14.462 18.782 21.601 1.019
C 19.479 24.851 27.715 -1.218
C 18.816 25.019 26.299 -0.820
C 17.529 24.132 26.113 -0.034
C 16.300 24.758 26.745 -1.358
N 14.912 24.127 26.442 1.375
C 14.480 24.279 24.949 -0.501
C 12.995 24.654 24.914 0.252
C 12.911 25.621 26.082 -0.353
C 13.871 24.989 27.174 -0.003
C 14.775 22.612 26.871 -0.103
C 15.093 22.310 28.324 -0.527
C 14.937 20.881 28.710 -1.230
H 18.821 24.898 28.584 0.310
H 20.207 25.643 27.890 0.397
H 19.954 23.872 27.765 0.321
H 19.625 24.898 25.579 0.378
H 18.540 26.063 26.154 0.376
H 17.783 23.145 26.500 0.191
H 17.366 23.920 25.056 0.138
H 16.206 25.802 26.446 0.666
H 16.495 24.816 27.815 0.464
H 14.734 23.325 24.487 -0.087
H 15.153 25.038 24.550 0.389
H 12.397 23.754 25.058 -0.518
H 12.700 25.032 23.935 0.487
H 11.882 25.747 26.420 0.456
H 13.193 26.653 25.874 0.198
H 13.352 24.327 27.867 -0.708
H 14.287 25.715 27.872 0.145
H 15.436 22.055 26.206 0.409
H 13.733 22.394 26.635 -0.048
H 14.491 22.968 28.949 0.425
H 16.141 22.502 28.555 0.259
H 15.755 20.275 28.322 0.508
H 13.985 20.516 28.326 -0.172
H 14.781 20.720 29.777 0.330
As 12.332 20.006 24.586 1.896
F 10.831 20.119 23.528 -0.362
F 11.625 18.664 25.528 -0.078
F 13.774 20.095 25.683 -0.435
F 13.042 21.342 23.550 -0.729
F 11.575 21.237 25.709 -0.748
F 13.166 18.825 23.526 0.352
As 17.381 20.556 23.310 1.978
F 15.672 19.955 23.256 -0.272
F 17.353 20.864 21.564 -0.508
F 19.069 21.172 23.388 -0.497
F 17.465 20.362 25.110 -0.454
F 17.898 18.885 22.985 -0.488
F 16.687 22.203 23.563 -0.493
C 15.303 16.828 24.384 -0.804
O 15.129 17.013 22.984 0.143
C 14.824 15.716 22.383 -0.148
C 14.532 15.884 20.894 -0.649
O 13.606 17.000 20.630 -0.717
C 12.228 16.774 20.956 0.039
C 11.574 18.141 20.728 -0.378
O 12.312 19.284 21.118 -0.288
C 11.729 20.560 20.718 -0.449
H 16.029 16.036 24.569 0.528
H 14.346 16.638 24.869 0.210
H 15.614 17.775 24.825 0.075
H 13.940 15.306 22.872 0.042
H 15.658 15.040 22.574 0.467
H 13.976 15.013 20.547 0.290
H 15.487 15.944 20.374 0.437
H 12.127 16.317 21.941 -0.233
H 11.794 16.077 20.241 0.603
H 10.616 18.224 21.241 -0.179
H 11.332 18.148 19.665 0.763
H 11.833 20.738 19.648 0.507
H 12.390 21.201 21.302 -0.098
H 10.712 20.843 20.989 -0.103
C 11.112 15.113 24.954 -0.935
O 11.894 14.639 23.843 -0.084
C 11.222 13.583 23.158 -0.880
C 11.912 13.238 21.807 -0.513
O 13.219 12.727 22.079 -0.198
C 13.871 11.978 21.035 -0.636
C 15.226 11.522 21.572 -0.613
O 15.952 12.659 22.002 -0.148
C 17.219 12.432 22.577 -0.904
H 10.797 14.325 25.638 0.403
H 10.192 15.584 24.605 0.243
H 11.564 15.866 25.599 0.139
H 10.232 13.970 22.913 0.397
H 11.011 12.714 23.781 0.506
H 12.004 14.052 21.088 0.057
H 11.431 12.375 21.347 0.668
H 14.022 12.635 20.178 0.299
H 13.267 11.130 20.712 0.411
H 15.731 11.014 20.750 0.391
H 15.079 10.900 22.456 0.387
H 17.781 13.359 22.695 0.278
H 17.784 11.834 21.861 0.335
H 17.160 11.802 23.465 0.331
C 8.185 13.780 33.659 -0.773
O 8.364 15.134 33.224 -0.236
C 7.075 15.731 33.134 -0.636
C 7.157 17.168 32.475 -0.598
O 7.128 17.258 31.044 -0.380
C 7.964 16.351 30.335 0.032
C 7.711 16.434 28.836 -0.990
O 8.362 17.486 28.136 0.205
C 8.315 17.340 26.712 -0.937
H 7.440 13.255 33.061 0.313
H 7.917 13.902 34.709 0.329
H 9.150 13.282 33.567 0.226
H 6.716 15.835 34.158 0.532
H 6.343 15.111 32.616 0.382
H 8.045 17.702 32.814 0.244
H 6.333 17.795 32.818 0.381
H 7.803 15.332 30.688 0.278
H 8.984 16.675 30.540 0.039
H 6.654 16.568 28.603 0.378
H 7.897 15.432 28.450 0.457
H 8.555 16.338 26.357 0.641
H 9.031 18.032 26.268 -0.330
H 7.277 17.541 26.445 0.601
C 13.049 20.035 34.896 -0.752
O 12.435 19.357 33.841 -0.296
C 12.706 19.780 32.535 -0.762
C 11.922 18.907 31.488 -0.113
O 12.052 19.587 30.248 0.150
C 11.523 18.953 29.060 0.829
C 11.678 17.431 28.941 -0.285
O 12.972 16.927 28.927 -0.491
C 13.687 17.140 27.681 -0.051
H 14.108 19.827 34.743 0.306
H 12.598 19.764 35.850 0.229
H 12.835 21.100 34.815 0.302
H 13.769 19.672 32.321 0.338
H 12.425 20.821 32.377 0.328
H 10.888 18.791 31.811 0.135
H 12.389 17.924 31.421 0.267
H 11.963 19.480 28.214 -1.381
H 10.478 19.238 28.945 0.403
H 11.198 17.069 28.032 -0.004
H 11.049 17.016 29.729 0.162
H 14.765 16.977 27.698 0.390
H 13.481 18.167 27.379 -0.179
H 13.251 16.412 26.996 0.133
C 10.200 30.516 30.849 -0.818
O 10.940 29.315 30.774 -0.293
C 11.802 29.344 29.687 -0.721
C 12.705 28.046 29.525 -0.782
O 11.998 27.018 28.881 -0.084
C 11.158 26.215 29.713 -0.923
C 10.620 24.955 28.961 -0.574
O 11.598 23.848 29.157 -0.298
C 11.143 22.567 28.705 -0.276
H 10.735 31.464 30.916 0.321
H 9.522 30.470 31.701 0.273
H 9.517 30.617 30.006 0.345
H 12.431 30.233 29.733 0.517
H 11.232 29.422 28.761 0.342
H 12.970 27.773 30.547 0.446
H 13.674 28.290 29.089 0.409
H 10.290 26.762 30.082 0.400
H 11.753 25.834 30.543 0.376
H 10.448 24.994 27.886 0.321
H 9.723 24.568 29.446 0.562
H 10.611 22.764 27.774 0.351
H 10.382 22.191 29.389 0.501
H 11.945 21.834 28.613 -0.251
O 14.311 27.757 19.460 -0.546
C 13.208 27.239 19.245 0.657
O 12.809 26.027 19.766 -0.294
C 13.724 25.344 20.609 -0.512
C 13.131 23.934 20.962 -0.811
C 12.229 27.834 18.173 -0.998
H 13.709 25.866 21.566 0.169
H 14.765 25.390 20.289 0.447
H 12.056 23.865 21.131 0.338
H 13.670 23.456 21.781 0.164
H 13.309 23.246 20.136 0.555
H 12.648 28.668 17.610 0.319
H 11.292 28.192 18.599 0.288
H 12.041 27.025 17.467 0.293
O 5.721 19.872 24.532 -0.572
C 5.777 21.051 24.935 0.880
O 6.882 21.730 25.204 -0.449
C 8.177 21.108 25.234 0.989
C 8.538 20.800 26.707 -0.570
C 4.557 21.899 25.243 -1.269
H 8.813 21.885 24.809 0.222
H 8.378 20.223 24.631 -0.771
H 7.953 19.953 27.065 0.258
H 8.426 21.668 27.356 0.573
H 9.603 20.579 26.783 -0.365
H 4.884 22.890 24.929 0.339
H 4.390 21.919 26.320 0.312
H 3.578 21.692 24.810 0.353
O 7.180 17.795 21.245 -0.687
C 7.834 18.423 22.116 0.055
O 8.080 19.750 22.064 0.082
C 7.503 20.665 21.126 -0.445
C 7.944 22.062 21.578 -0.619
C 8.476 17.661 23.228 0.959
H 6.415 20.603 21.092 0.411
H 7.886 20.523 20.116 0.305
H 9.017 22.244 21.620 0.015
H 7.494 22.271 22.549 0.031
H 7.586 22.762 20.823 0.454
H 9.566 17.665 23.206 -0.432
H 8.080 16.646 23.269 0.540
H 8.203 18.231 24.116 -0.602
```

Properties
Total charge ... +1
Expectation value of S² ... 0.75
Strongest force on any atom ... 4.61 eV/A
HOMO energy (spin up / spin down) ... -10.79 / -10.79 eV
Orbital gap (spin up / spin down) ... 7.43 / 2.84 eV
Multiplicity ... 2